w.
Entry from the OMol25 dataset: a gas-phase ion, C6H6N3O4 (charge -1) (wB97M-V/def2-TZVPD).

Calculated values
* charge: -1
* highest occupied orbital energy: -4.925 eV
* structure (SMILES): N#CN(CCCC(=O)C(=O)[O-])N=O
* orbital gap: 8.401 eV

```
19
C6H6N3O4, DFT wB97M-V/def2-TZVPD
N -3.266 1.651 -1.194
C -2.217 1.904 -0.843
N -1.154 2.126 -0.104
C -0.760 1.004 0.752
C -0.320 -0.254 -0.037
C 1.168 -0.341 -0.388
C 1.778 1.095 -0.379
O 2.592 1.436 0.465
C 1.548 1.829 -1.763
O 2.211 1.353 -2.697
O 0.808 2.858 -1.770
N -0.289 3.268 0.033
O -0.855 4.297 -0.170
H -1.707 0.944 1.413
H 0.122 1.359 1.261
H -0.939 -0.201 -1.007
H -0.587 -1.228 0.475
H 1.616 -1.003 0.463
H 1.371 -0.720 -1.433
```

***

x.
Entry from the OMol25 dataset: a gas-phase ion, C6H6N3O4 (charge -1) (wB97M-V/def2-TZVPD).

Calculated values
* charge: -1
* highest occupied orbital energy: -2.891 eV
* orbital gap: 6.353 eV

```
19
C6H6N3O4, DFT wB97M-V/def2-TZVPD
C 0.267 -0.601 0.374
C 0.220 -0.038 1.634
C -0.046 1.635 -0.097
C 0.121 -2.036 -0.127
C -0.563 -1.677 -1.530
C 0.082 -0.392 -1.847
N -0.011 0.405 -0.623
N -0.100 1.509 1.273
N 0.088 2.526 2.109
O 0.439 -0.359 2.755
O -0.428 2.380 3.222
O -0.139 2.732 -0.651
O 0.833 3.456 1.769
H 1.085 -2.435 -0.234
H -0.580 -2.777 0.285
H -0.469 -2.582 -2.140
H -1.551 -1.516 -1.484
H 1.166 -0.447 -2.110
H -0.415 0.215 -2.579
```

***

Verdict on stability: x comes out at the bottom.